Record 1
{
  "formula": "C40H43AsCoN2P2S2Te",
  "method": "the ωB97M-V functional and the def2-TZVPD basis",
  "symbols": ["Co", "C", "P", "C", "C", "C", "C", "C", "C", "C", "C", "C", "C", "C", "C", "C", "C", "C", "C", "C", "P", "C", "C", "C", "C", "C", "C", "C", "C", "C", "C", "C", "C", "N", "H", "H", "H", "H", "H", "H", "H", "H", "H", "H", "H", "H", "H", "H", "H", "H", "H", "H", "H", "H", "H", "H", "H", "H", "H", "H", "C", "C", "C", "N", "H", "H", "H", "H", "H", "C", "As", "C", "C", "S", "H", "H", "H", "H", "H", "H", "H", "H", "H", "Te", "C", "C", "C", "C", "S", "H", "H", "H"],
  "coordinates": [[-0.433, -0.431, -0.646], [-0.181, 0.829, 2.453], [-1.414, 1.021, 1.103], [-1.393, 2.813, 0.767], [-0.219, 3.548, 0.926], [-0.196, 4.907, 0.639], [-1.342, 5.547, 0.190], [-2.512, 4.818, 0.017], [-2.537, 3.459, 0.294], [-3.052, 0.758, 1.842], [-3.807, -0.319, 1.386], [-5.065, -0.566, 1.925], [-5.571, 0.263, 2.915], [-4.823, 1.342, 3.372], [-3.568, 1.588, 2.838], [1.134, 0.519, 1.796], [2.433, 0.711, 2.216], [3.271, 0.151, 1.209], [2.433, -0.340, 0.235], [2.695, -1.002, -1.086], [1.401, -0.333, -2.210], [1.503, -1.240, -3.771], [0.498, -1.023, -4.713], [0.546, -1.641, -5.950], [1.582, -2.517, -6.245], [2.567, -2.765, -5.303], [2.537, -2.120, -4.074], [2.092, 1.312, -2.607], [2.432, 1.715, -3.897], [2.941, 2.988, -4.125], [3.134, 3.863, -3.065], [2.804, 3.466, -1.776], [2.273, 2.207, -1.547], [1.129, -0.107, 0.579], [-0.524, -0.008, 3.067], [-0.134, 1.719, 3.085], [0.682, 3.061, 1.282], [0.720, 5.467, 0.775], [-1.326, 6.608, -0.024], [-3.413, 5.315, -0.325], [-3.452, 2.895, 0.159], [-3.410, -0.963, 0.607], [-5.650, -1.400, 1.558], [-6.553, 0.073, 3.331], [-5.219, 1.991, 4.142], [-2.992, 2.439, 3.184], [2.747, 1.170, 3.142], [4.350, 0.122, 1.202], [2.559, -2.086, -1.022], [3.697, -0.789, -1.462], [-0.343, -0.387, -4.456], [-0.246, -1.473, -6.667], [1.609, -3.017, -7.205], [3.371, -3.456, -5.527], [3.325, -2.308, -3.356], [2.301, 1.032, -4.728], [3.200, 3.289, -5.132], [3.540, 4.850, -3.244], [2.951, 4.144, -0.944], [2.004, 1.910, -0.541], [-2.941, -1.554, 4.959], [-2.903, -2.727, 3.980], [-1.852, -2.559, 2.980], [-1.021, -2.406, 2.203], [-3.720, -1.716, 5.703], [-3.154, -0.623, 4.436], [-1.988, -1.451, 5.476], [-3.851, -2.825, 3.450], [-2.722, -3.668, 4.503], [-0.612, 3.620, -3.006], [-2.031, 2.409, -3.473], [-1.699, 1.957, -5.321], [-3.646, 3.462, -3.525], [-2.287, 0.726, -2.252], [-0.790, 4.585, -3.481], [0.333, 3.204, -3.351], [-0.584, 3.733, -1.925], [-1.784, 2.849, -5.942], [-2.426, 1.208, -5.631], [-0.695, 1.545, -5.411], [-3.505, 4.341, -4.152], [-3.892, 3.762, -2.508], [-4.447, 2.841, -3.921], [-1.253, -2.857, -1.044], [-1.524, -3.213, -3.108], [-0.887, -4.217, -3.786], [-1.363, -4.402, -5.113], [-2.369, -3.541, -5.426], [-2.731, -2.507, -4.108], [-0.099, -4.808, -3.340], [-0.970, -5.139, -5.800], [-2.905, -3.457, -6.359]],
  "e_homo_ev": [-6.474, -6.678],
  "multiplicity": 4,
  "fmax_ev_per_a": 0.14,
  "energy_ha": -7025.2365,
  "charge": 0
}

---

Record 2
{
  "formula": "C40H43BCl5N10RbS4",
  "method": "the ωB97M-V functional and the def2-TZVPD basis",
  "symbols": ["Rb", "C", "C", "C", "C", "N", "C", "C", "N", "B", "N", "C", "C", "N", "C", "S", "C", "C", "C", "C", "N", "C", "C", "N", "C", "S", "C", "C", "C", "C", "C", "S", "H", "H", "H", "H", "H", "H", "H", "H", "H", "H", "H", "H", "H", "H", "H", "H", "H", "H", "H", "H", "H", "H", "H", "H", "H", "H", "H", "H", "H", "H", "H", "H", "H", "H", "N", "C", "C", "C", "C", "C", "C", "S", "N", "C", "C", "C", "C", "C", "C", "N", "H", "H", "H", "H", "H", "H", "H", "H", "H", "Cl", "C", "C", "C", "Cl", "C", "Cl", "C", "Cl", "C", "Cl", "N", "C"],
  "coordinates": [[-0.330, -0.962, -0.749], [2.350, -4.127, -1.249], [3.865, -4.123, -1.039], [4.484, -3.557, -2.327], [4.355, -5.544, -0.742], [4.303, -3.262, 0.087], [5.562, -2.671, 0.078], [5.614, -1.815, 1.105], [4.417, -1.857, 1.789], [4.099, -0.783, 2.862], [3.754, 0.700, 2.394], [3.206, 1.510, 3.368], [3.132, 2.768, 2.919], [3.629, 2.780, 1.627], [4.020, 1.484, 1.310], [4.704, 1.027, -0.160], [3.970, 4.035, 0.914], [3.378, 5.218, 1.683], [3.387, 4.063, -0.503], [5.497, 4.189, 0.883], [2.958, -1.260, 3.792], [3.262, -1.899, 4.968], [2.125, -2.244, 5.585], [1.069, -1.856, 4.771], [1.593, -1.232, 3.653], [0.730, -0.551, 2.390], [-0.335, -1.952, 5.231], [-1.328, -2.283, 4.112], [-0.711, -0.617, 5.882], [-0.429, -3.085, 6.260], [3.642, -2.840, 1.220], [2.367, -3.657, 1.964], [2.116, -4.791, -2.083], [2.005, -3.123, -1.499], [1.823, -4.467, -0.368], [3.938, -3.933, -3.191], [5.536, -3.823, -2.441], [4.396, -2.469, -2.324], [4.131, -6.216, -1.572], [3.851, -5.906, 0.155], [5.433, -5.547, -0.560], [6.302, -2.886, -0.668], [6.408, -1.162, 1.412], [5.093, -0.667, 3.551], [2.907, 1.121, 4.324], [2.726, 3.630, 3.413], [2.288, 5.159, 1.698], [3.669, 6.138, 1.177], [3.746, 5.262, 2.709], [2.317, 3.864, -0.472], [3.856, 3.313, -1.128], [3.554, 5.051, -0.940], [5.896, 4.185, 1.900], [5.771, 5.124, 0.389], [5.934, 3.361, 0.329], [4.284, -2.058, 5.263], [1.996, -2.767, 6.512], [-1.420, -1.465, 3.411], [-2.305, -2.474, 4.560], [-1.010, -3.168, 3.559], [-0.647, 0.174, 5.136], [-0.028, -0.384, 6.703], [-1.732, -0.656, 6.266], [0.017, -3.995, 5.856], [-1.479, -3.282, 6.472], [0.062, -2.831, 7.201], [-1.467, 5.187, 1.056], [-1.227, 5.646, 2.351], [-1.056, 6.998, 2.612], [-0.838, 7.441, 3.913], [-0.761, 6.529, 4.949], [-0.933, 5.173, 4.688], [-1.185, 4.732, 3.401], [-1.384, 3.007, 3.046], [-1.081, 2.894, 1.422], [-1.133, 3.888, 0.634], [-0.873, 3.746, -0.816], [-0.851, 4.881, -1.635], [-0.639, 4.751, -2.996], [-0.450, 3.493, -3.525], [-0.474, 2.414, -2.650], [-0.671, 2.523, -1.342], [-1.485, 5.898, 0.350], [-1.093, 7.707, 1.792], [-0.728, 8.501, 4.102], [-0.560, 6.866, 5.958], [-0.881, 4.445, 5.490], [-0.990, 5.876, -1.235], [-0.626, 5.630, -3.628], [-0.281, 3.338, -4.581], [-0.303, 1.405, -3.019], [-3.454, -0.332, -0.361], [-3.761, -2.040, -0.140], [-2.726, -2.924, -0.418], [-3.064, -4.254, -0.212], [-1.833, -5.460, -0.540], [-4.304, -4.702, 0.234], [-4.641, -6.390, 0.472], [-5.300, -3.765, 0.498], [-6.854, -4.276, 1.066], [-5.028, -2.416, 0.300], [-6.277, -1.244, 0.613], [0.255, -0.601, -4.760], [0.179, -0.869, -3.627]],
  "e_homo_ev": -2.263,
  "fmax_ev_per_a": 1.25,
  "energy_ha": -6040.4574,
  "charge": -2
}